# 1
The following is a quantum chemistry calculation of C16H20FI2N2O2PW as an isolated structure in a non-equilibrium geometry, from the OMol25 dataset.

CARTESIAN COORDINATES (ANGSTROEM)
H 9.95 6.32 3.95
P 9.84 5.72 6.26
W 11.25 5.90 9.20
H 12.66 4.85 11.31
C 8.43 6.87 9.88
I 18.54 6.03 11.36
C 14.35 6.66 10.94
C 10.02 6.88 4.95
H 9.12 7.52 5.06
H 7.51 6.12 6.62
H 11.92 4.63 5.88
C 16.64 6.24 10.51
C 13.11 6.86 11.75
H 10.91 7.38 5.08
O 12.83 6.91 9.09
H 12.55 7.74 11.64
C 10.96 5.51 12.33
O 10.27 6.48 7.52
C 16.48 6.16 9.11
C 8.09 5.21 6.37
H 17.29 6.20 8.44
H 7.84 4.72 5.39
H 10.63 3.98 4.96
H 8.11 4.41 7.08
I 14.64 6.01 6.63
C 8.60 6.50 12.65
H 8.76 6.41 13.73
H 11.24 5.77 13.35
H 13.29 6.83 12.76
H 10.72 3.50 6.58
H 6.51 7.53 10.23
H 6.69 7.16 12.73
C 7.40 7.16 10.65
C 15.10 6.32 8.68
F 10.77 4.06 9.08
C 10.86 4.33 5.95
C 15.62 6.45 11.43
H 10.77 4.43 12.32
H 15.97 6.63 12.41
C 9.68 6.16 11.76
H 8.43 7.06 8.79
N 9.57 6.38 10.47
N 12.09 5.69 11.32
C 14.09 6.66 9.64
C 7.47 6.98 12.06

Values from the calculation:
- HOMO level (spin up / spin down): -13.5 / -13.5 eV
- LUMO (spin up / spin down): -7.01 / -6.86 eV
- ⟨S²⟩: 2.01
- Gap between HOMO and LUMO (spin up / spin down): 6.5 / 6.7 eV
- 2S+1: 3
- Maximum force: 6.0 eV Å⁻¹
- E: -54012.082 eV
- Charge: +2

# 2
The following is a quantum chemistry calculation of C16H20N3O3 as an isolated structure in a non-equilibrium geometry, from the OMol25 dataset.

CARTESIAN COORDINATES (ANGSTROEM)
C 1.16 2.24 0.94
O -1.96 0.05 5.60
H 0.67 0.43 2.68
C 2.25 -0.73 -0.91
C -0.05 1.25 2.71
C 0.12 2.42 1.95
C -2.14 -3.41 -3.74
H -2.45 -4.43 -1.88
C -0.97 1.28 3.76
H 1.43 -1.40 -3.54
N -1.19 0.07 4.57
N 1.12 1.23 -0.11
H -0.88 -2.27 -5.08
C -0.37 3.45 2.19
H 1.31 3.17 0.42
C -1.85 -3.65 -2.58
H 2.82 -0.01 -1.77
H 0.61 -1.71 -0.84
C 2.07 0.32 0.22
H -0.44 4.19 1.65
C -1.45 3.48 3.19
C 1.07 -2.07 -2.67
N 0.88 -1.01 -1.60
O -0.95 -3.35 -1.94
H 2.25 2.43 1.36
C -1.76 2.54 3.89
H 1.76 -2.67 -2.59
C -1.28 -2.66 -4.19
H -0.74 1.83 -0.63
H -1.98 4.36 3.53
H 0.73 0.52 -2.55
H -2.37 2.03 4.76
H 2.95 -1.46 -0.86
H 2.90 0.31 0.84
H -0.56 0.21 0.25
C -0.11 -2.75 -3.01
H -2.85 -3.70 -4.42
C 0.28 0.22 -1.82
O -0.61 -1.03 4.05
C 0.05 0.89 -0.54
H 1.42 -0.45 1.00
H -0.89 -0.17 -2.29

Values from the calculation:
- HOMO level: -11.7 eV
- LUMO: -3.72 eV
- Gap between HOMO and LUMO: 7.9 eV
- 2S+1: 1
- Maximum force: 20.0 eV Å⁻¹
- E: -27500.192 eV
- Charge: +1

# 3
The following is a quantum chemistry calculation of one molecule with the formula C16H20N4O3, from the OMol25 dataset.

CARTESIAN COORDINATES (ANGSTROEM)
C -4.43 -0.05 -1.03
C -4.09 -3.07 0.96
N 0.96 3.97 0.28
N -0.18 4.06 -0.43
H -4.27 1.89 -1.92
C -0.13 2.01 0.42
C -3.84 -0.99 -0.16
H 1.77 -2.17 -1.09
H -0.38 -1.89 0.01
C -2.55 1.44 -0.73
H -0.43 4.92 -0.88
H 2.89 3.17 1.68
C 2.17 2.36 1.65
H 2.66 1.47 1.25
O 2.75 -0.78 0.12
C 3.77 -0.31 -0.74
C -1.90 0.45 0.07
H 4.45 -2.43 0.25
H 0.98 0.13 1.65
C -0.90 2.91 -0.37
H 1.83 2.15 2.66
C -2.60 -0.75 0.36
C 0.50 -1.48 0.52
H -3.93 -2.66 1.96
O -4.59 -2.10 0.08
H 3.35 0.37 -1.50
H 4.45 0.25 -0.10
O 5.10 -2.31 -0.46
N -2.04 2.66 -0.98
H -5.40 -0.28 -1.45
C 4.53 -1.46 -1.41
C -0.60 0.70 0.58
H -4.86 -3.85 1.01
H 3.86 -2.02 -2.08
H 5.35 -1.05 -2.01
H 0.87 -2.20 1.25
H 1.23 -0.47 -1.25
H -3.16 -3.51 0.59
C 1.03 2.76 0.79
H -2.15 -1.43 1.07
N 0.14 -0.27 1.23
C 1.58 -1.24 -0.54
C -3.81 1.14 -1.29

Values from the calculation:
- HOMO level: -7.5 eV
- LUMO: 0.15 eV
- Gap between HOMO and LUMO: 7.7 eV
- 2S+1: 1
- Maximum force: 0.8 eV Å⁻¹
- E: -29018.900 eV

# 4
The following is a quantum chemistry calculation of one molecule with the formula C16H20N4O4 in a non-equilibrium geometry, from the OMol25 dataset.

CARTESIAN COORDINATES (ANGSTROEM)
N -2.26 -1.62 0.47
H 1.47 1.08 2.18
H 0.95 -3.75 0.97
H 0.10 1.13 -0.96
N -5.13 -1.26 -0.03
H -4.02 1.75 -0.68
N 4.07 -0.17 -1.10
C 3.59 -2.62 -0.87
H 0.91 -1.36 1.61
H 2.62 2.33 1.82
H 4.07 1.89 -0.63
H -6.04 -1.71 -0.10
C 1.26 3.42 -0.29
C 1.66 -1.72 0.95
H 2.07 5.13 -0.08
H -3.40 0.81 0.73
C 3.43 -1.25 -0.62
H -4.32 -1.75 0.35
O -1.32 0.54 1.82
O -6.19 0.58 -0.67
H -3.13 -0.78 -1.78
H 0.21 2.75 1.48
O 1.34 3.34 -1.47
C -1.60 -0.52 -0.29
H 2.95 -4.54 -0.42
H 4.24 -3.03 -1.66
H -2.19 -1.31 1.49
N -0.17 1.38 -0.08
C 3.61 0.96 -0.48
C -3.79 0.76 -0.31
C 1.72 -3.05 0.63
C 0.76 2.35 0.66
C -5.15 0.07 -0.33
C 2.49 -0.81 0.34
H -2.38 0.83 -1.90
C 2.65 0.64 0.45
H -1.77 -2.50 0.35
C -0.95 0.49 0.62
O 1.64 4.48 0.48
C -2.77 0.12 -1.19
C 2.77 -3.51 -0.21
H 4.91 -0.16 -1.75
C 1.91 1.59 1.35
H -0.82 -1.02 -0.85

Values from the calculation:
- HOMO level: -8.4 eV
- LUMO: 0.38 eV
- Gap between HOMO and LUMO: 8.8 eV
- 2S+1: 1
- Maximum force: 4.6 eV Å⁻¹
- E: -31068.341 eV

# 5
The following is a quantum chemistry calculation of one molecule with the formula C16H20N6O7 in a non-equilibrium geometry, from the OMol25 dataset.

CARTESIAN COORDINATES (ANGSTROEM)
H 0.91 0.19 -6.20
H 3.39 -5.39 3.85
H -0.59 -0.04 -6.96
C -0.10 0.48 -6.14
C 0.04 0.43 -3.73
H -2.25 -1.39 -0.17
H -2.40 0.41 -0.36
O 1.24 0.48 -3.75
H -0.22 1.60 -6.29
C -0.77 -0.68 -1.51
H 0.37 6.11 -1.60
H -1.68 0.80 -2.91
C -1.65 -0.49 -0.18
N -0.11 1.83 -1.71
C 1.92 -2.52 3.33
O -1.34 -1.77 -2.27
O -2.09 3.04 -1.37
C -0.78 0.75 1.87
C -0.86 3.01 -1.54
H 0.92 1.81 -1.78
C 0.58 -0.60 2.82
O -0.64 0.20 -4.87
H -2.23 2.13 0.91
C 0.60 -2.53 1.31
N 1.35 -1.30 3.80
H -0.82 2.75 1.66
N 2.19 -4.37 2.34
H 1.93 -5.25 1.81
C 2.85 -4.45 3.51
O -1.36 -3.05 -1.53
C 1.57 -3.13 2.22
C 1.47 -0.91 5.25
H 0.21 -0.94 -1.30
N -0.10 0.51 3.03
H -1.11 5.64 -2.59
C -1.65 1.99 1.75
H -0.52 -3.26 -1.06
O -0.09 4.11 -1.43
H -2.33 2.17 2.66
H -1.24 5.76 -0.74
C -0.56 5.45 -1.59
C -0.75 0.63 -2.42
H 2.09 0.03 5.29
H 0.48 -0.56 5.66
O 0.29 -3.14 0.22
H 1.75 -1.66 5.92
N 2.75 -3.31 4.15
C -0.81 -0.36 1.01
N 0.14 -1.22 1.63

Values from the calculation:
- HOMO level: -7.9 eV
- LUMO: 0.06 eV
- Gap between HOMO and LUMO: 8.0 eV
- 2S+1: 1
- Maximum force: 5.5 eV Å⁻¹
- E: -40184.978 eV

# 6
The following is a quantum chemistry calculation of an isolated ion of composition C16H20NO and charge +1 in a non-equilibrium geometry, from the OMol25 dataset.

CARTESIAN COORDINATES (ANGSTROEM)
C 0.10 0.61 -2.50
C -0.46 2.06 3.33
C 0.53 -1.48 -1.10
H -0.37 0.70 -3.51
H -0.52 1.53 4.31
C -0.31 1.56 1.03
O 1.89 -3.29 -4.50
H -2.34 1.57 0.76
H -1.10 2.02 -1.25
H 2.04 -4.38 -2.31
H 2.09 -2.58 -5.20
C 0.46 -0.81 -2.34
C 0.54 -1.20 1.53
C 1.39 -2.76 -3.40
H 0.37 -0.55 3.58
C 0.95 -1.42 -3.45
H 1.61 -1.20 1.59
H 0.04 -2.20 1.64
N -0.31 0.48 -0.01
H 1.18 -3.50 -0.16
C 0.25 1.19 2.34
H 0.74 -0.91 -4.35
H 0.23 2.38 0.64
H 1.31 1.34 2.44
H -1.14 -0.40 2.65
C 0.98 -2.84 -1.02
C -1.88 2.31 2.72
H -1.81 3.22 0.68
C -0.02 -0.27 2.64
H -2.73 1.58 3.00
C -0.84 0.91 -1.36
H 0.02 3.11 3.45
C -1.68 2.29 1.17
H -1.77 0.47 -1.64
C 1.56 -3.39 -2.22
C 0.22 -0.71 0.13
H -2.24 3.30 3.04
H 1.02 1.28 -2.34

Values from the calculation:
- HOMO level: -12.2 eV
- LUMO: -3.80 eV
- Gap between HOMO and LUMO: 8.4 eV
- 2S+1: 1
- Maximum force: 3.5 eV Å⁻¹
- E: -20447.280 eV
- Charge: +1

# 7
The following is a quantum chemistry calculation of C16H20NO8P2SSiTa as an isolated structure, from the OMol25 dataset.

CARTESIAN COORDINATES (ANGSTROEM)
S 0.14 3.12 -2.95
Si -2.58 -0.16 -1.96
C -1.78 -0.47 -3.61
O 0.66 0.75 0.77
H 1.41 -1.19 2.38
H -2.62 -0.70 -4.28
C 1.83 0.76 1.60
H -4.21 1.62 -1.20
C -3.61 1.39 -2.09
H -2.80 -2.53 -1.40
H 4.53 -1.84 -2.57
N -1.29 0.12 -0.70
C 3.79 1.86 2.34
H -3.79 0.33 0.55
H -2.16 1.75 4.24
H 2.40 2.70 0.91
O 0.60 -1.85 -2.10
O 2.28 -1.74 -0.38
P 3.49 -0.77 -1.01
C 2.64 1.87 1.55
C 3.23 -0.33 3.17
H 4.97 0.77 3.74
H 3.46 -1.18 3.79
Ta 0.60 -0.03 -1.25
C -1.65 0.55 0.59
H -2.98 2.25 -2.30
C -3.51 -1.70 -1.47
H -4.10 1.08 2.86
C 0.35 1.80 -2.22
H 0.10 -3.69 0.55
O 4.64 -0.66 -0.14
O 1.81 -4.10 -1.49
C -2.93 0.61 1.14
H -4.24 -1.95 -2.24
O 2.56 0.47 -1.24
H 0.14 1.60 3.31
P 1.28 -2.83 -1.06
C -2.01 1.41 3.23
C -3.10 1.04 2.45
O 0.19 -2.84 0.11
H -1.27 0.39 -4.04
C 4.08 0.77 3.14
O 3.69 -1.37 -2.45
H 4.45 2.71 2.31
C -0.73 1.33 2.71
H -4.04 -1.63 -0.52
H -1.11 -1.33 -3.64
C 2.08 -0.35 2.39
C -0.59 0.90 1.42
H -4.30 1.27 -2.93

Values from the calculation:
- HOMO level (spin up / spin down): -11.3 / -12.0 eV
- LUMO (spin up / spin down): -4.91 / -5.02 eV
- ⟨S²⟩: 0.76
- Gap between HOMO and LUMO (spin up / spin down): 6.4 / 7.0 eV
- 2S+1: 2
- Maximum force: 0.5 eV Å⁻¹
- E: -73631.902 eV
- Charge: +1

# 8
The following is a quantum chemistry calculation of C16H21Al2BBeCl4F3O19PS2 as an isolated structure in a non-equilibrium geometry, from the OMol25 dataset.

CARTESIAN COORDINATES (ANGSTROEM)
F -2.12 -1.07 -3.92
C -4.98 1.74 -3.09
O 4.48 -1.07 6.75
H 4.92 -2.16 1.96
H -0.06 -0.46 -0.10
O -2.42 -0.96 -1.22
B 3.65 -1.49 3.75
H 6.08 2.33 2.21
C -3.50 2.51 -7.92
F -2.71 -3.16 -4.03
H -2.75 -1.73 0.70
O -2.64 2.07 -11.35
H -4.76 0.54 0.77
C -2.14 -0.98 0.19
P 2.62 -0.40 2.56
H -3.66 2.03 -6.97
Al 2.35 -5.05 -1.79
C 6.12 1.21 2.62
Al 2.80 -4.40 3.87
C -0.66 -1.20 0.43
S 1.75 -2.17 -2.52
H 3.30 -0.10 5.24
H 3.14 -2.54 3.98
O -4.35 -0.11 1.31
Cl -4.30 2.00 -1.47
C -3.65 3.99 -7.86
O 3.95 -0.83 5.07
H 1.98 -2.35 1.73
H -1.84 2.57 2.15
C -2.53 -2.18 -1.83
O 1.64 -2.60 -3.93
O -2.40 -3.25 -1.24
H 5.87 -2.35 3.67
O 1.78 -1.41 1.41
C -3.23 4.02 -10.22
O -3.86 4.49 -6.75
H -3.12 4.50 -11.19
O 1.67 -3.35 -1.64
O 2.47 -1.20 8.23
Cl -5.79 3.22 -3.65
O -3.75 6.03 -9.12
S 3.51 -0.24 7.42
H 1.89 -1.34 10.22
C 3.43 0.18 9.87
C 5.15 -1.68 3.02
C 5.82 -0.16 2.90
O 1.50 0.65 3.43
O -3.08 0.49 -9.04
H 3.50 -1.99 9.81
C -2.88 -2.02 -3.31
O 0.64 -1.25 -2.21
H -0.34 -2.18 0.07
H -2.16 2.50 0.66
H 2.67 0.96 9.94
C -3.54 4.78 -9.16
Cl -6.15 0.40 -3.04
O 2.74 0.78 6.74
O 4.22 0.44 8.72
O -1.94 1.94 1.42
O 3.04 -1.48 -2.32
Cl -3.66 1.32 -4.22
Be 0.85 1.13 -0.69
H 1.90 1.58 3.30
F -4.18 -1.64 -3.49
H 4.04 0.19 10.77
H -0.43 -1.14 1.50
H -2.43 0.00 0.58
C -2.99 2.55 -10.27
C 2.79 -1.18 9.62
C -3.20 1.75 -8.99

Values from the calculation:
- HOMO level: -12.2 eV
- LUMO: -10.94 eV
- Gap between HOMO and LUMO: 1.2 eV
- 2S+1: 1
- Maximum force: 9.6 eV Å⁻¹
- E: -159264.532 eV
- Charge: +2

# 9
The following is a quantum chemistry calculation of C16H21AuBrN2OS3 as an isolated structure, from the OMol25 dataset.

CARTESIAN COORDINATES (ANGSTROEM)
Br -3.99 2.24 0.04
C -5.78 -1.38 -0.72
H 1.74 1.03 4.84
C 2.21 2.26 -2.05
H -0.41 -0.69 4.57
H 3.88 -1.68 0.29
S 1.58 -1.22 -0.24
H 2.95 3.00 -5.25
H -0.35 -2.78 2.50
C 0.99 2.67 -4.46
N 0.88 2.13 -2.17
S -0.17 -0.45 2.14
H 4.29 -0.15 2.18
H -0.53 0.97 3.97
H -6.79 -1.78 -0.76
N -3.21 -0.34 -0.65
C 1.52 0.27 4.09
C 0.48 -2.15 2.19
H 0.25 -3.08 0.24
H -2.55 -2.23 -1.14
C -4.69 -2.20 -0.99
H 0.46 2.83 -5.39
H 3.10 -1.37 2.57
C 0.03 0.04 3.88
C 2.37 2.77 -4.37
C -4.28 0.43 -0.40
C 3.28 -0.50 1.95
H 4.05 2.69 -3.02
C 2.98 2.58 -3.14
C 1.02 -2.57 0.82
C -5.58 -0.05 -0.41
C 3.21 -0.84 0.46
H 1.83 -3.29 0.96
H 1.24 -2.21 2.96
H 2.59 2.12 -1.05
Au -1.41 0.55 -1.06
O 0.19 1.82 -1.06
H -4.80 -3.24 -1.23
C 0.26 2.36 -3.33
H 2.06 -0.64 4.36
S 2.15 0.83 2.46
H 3.58 -0.01 -0.14
H -0.82 2.29 -3.30
C -3.43 -1.64 -0.94
H -6.40 0.61 -0.19

Values from the calculation:
- HOMO level (spin up / spin down): -14.4 / -14.5 eV
- LUMO (spin up / spin down): -5.33 / -8.19 eV
- ⟨S²⟩: 0.76
- Gap between HOMO and LUMO (spin up / spin down): 9.1 / 6.3 eV
- 2S+1: 2
- Maximum force: 0.7 eV Å⁻¹
- E: -128184.013 eV
- Charge: +2

# 10
The following is a quantum chemistry calculation of C16H21Br3FO7Pb as an isolated structure in a non-equilibrium geometry, from the OMol25 dataset.

CARTESIAN COORDINATES (ANGSTROEM)
H 3.03 -1.19 1.42
H 0.13 2.21 -2.17
O 0.88 0.73 3.82
O -3.23 3.07 1.31
C 1.94 -2.47 -3.27
C 1.04 0.74 2.40
H 1.91 -5.56 -4.74
H 2.55 -1.59 -3.15
F -0.32 -5.91 -3.60
H 2.89 1.79 2.11
Br -4.85 -0.19 -2.59
Br -2.04 -0.88 -3.81
H -3.09 2.98 3.83
H -1.22 2.86 1.46
H 0.74 -0.20 1.94
C -2.32 0.99 1.84
O 1.47 2.45 -0.57
C -2.11 2.53 2.00
C 2.58 0.74 2.20
O -4.96 2.26 0.09
Br -2.75 -1.92 -0.82
C -0.05 -3.72 -2.75
H 2.64 -0.01 0.22
O 3.07 0.43 3.51
Pb 2.80 4.38 -1.05
C -2.99 -0.52 -2.12
C 0.40 -4.79 -3.50
H 3.36 -3.44 -4.49
O -3.45 0.89 1.00
C 2.09 0.52 4.43
C -4.00 2.13 0.77
H -1.82 4.14 3.39
H 0.51 -1.74 -1.94
H 0.64 1.66 2.01
C -2.09 3.08 3.40
H -1.40 2.54 4.05
H -1.45 0.47 1.43
H -2.69 0.43 -1.68
C 1.63 -4.71 -4.12
C 3.20 -0.15 1.15
H -0.32 1.28 -0.82
H 1.05 0.80 -1.76
H -1.02 -3.71 -2.28
O 2.25 0.42 5.60
C 2.39 -3.56 -4.02
H -2.50 0.49 2.79
C 0.57 1.68 -1.32
C 0.72 -2.57 -2.61
H 4.23 0.17 1.02

Values from the calculation:
- HOMO level: -11.1 eV
- LUMO: -7.61 eV
- Gap between HOMO and LUMO: 3.5 eV
- 2S+1: 1
- Maximum force: 3.9 eV Å⁻¹
- E: -249347.505 eV
- Charge: +1